Record 1
Density functional theory data (ωB97M-V with the def2-TZVPD basis set) for a 2-piece molecular cluster, CH6S overall.

Computed properties:
**Gap between HOMO and LUMO**: 10.73 eV
**E_HOMO**: -9.8 eV
**Energy above the lowest of the compared OMol25 structures with the same formula, charge and spin**: 6.7 kJ/mol
**DFT total energy**: -11969.28677 eV

ORCA input file:
```
! wB97M-V def2-TZVPD RIJCOSX def2/J DEFGRID3
* xyz 0 1
S -0.68 1.54 -2.28
H -0.88 1.94 -1.04
H -1.87 0.88 -2.30
C 0.71 -0.85 1.13
H -0.07 -0.43 0.51
H 1.15 -0.09 1.79
H 0.20 -1.66 1.68
H 1.44 -1.35 0.51
*
```

Record 2
Density functional theory data (ωB97M-V with the def2-TZVPD basis set) for a 2-piece molecular cluster, CH6S4 overall at a distorted geometry.

Computed properties:
**Gap between HOMO and LUMO**: 8.66 eV
**E_HOMO**: -8.4 eV
**Energy above the lowest of the compared OMol25 structures with the same formula, charge and spin**: 52.7 kJ/mol
**DFT total energy**: -44474.67131 eV

ORCA input file:
```
! wB97M-V def2-TZVPD RIJCOSX def2/J DEFGRID3
* xyz 0 1
S 2.78 -2.82 -2.69
S 3.52 -3.31 -4.58
H 3.11 -3.96 -2.02
H 4.46 -2.33 -4.56
C -1.88 2.58 2.21
S -2.34 1.78 0.66
S -2.06 -0.28 1.06
H -0.90 2.28 2.60
H -2.62 2.45 3.00
H -1.70 3.62 1.96
H -2.38 -0.03 2.36
*
```

Record 3
Density functional theory data (ωB97M-V with the def2-TZVPD basis set) for a 2-piece molecular cluster, CH6S4 overall at a distorted geometry.

Computed properties:
**Gap between HOMO and LUMO (spin up / spin down)**: 6.47 / 3.28 eV
**E_HOMO (spin up / spin down)**: -12.3 / -12.3 eV
**Energy above the lowest of the compared OMol25 structures with the same formula, charge and spin**: 69.8 kJ/mol
**DFT total energy**: -44465.80412 eV

ORCA input file:
```
! wB97M-V def2-TZVPD RIJCOSX def2/J DEFGRID3
* xyz 1 2
S -1.22 1.83 -3.28
S -0.34 0.23 -2.39
H -2.12 1.23 -4.06
H -1.29 0.13 -1.46
C 0.74 0.80 1.59
S 0.61 -1.04 1.42
S 0.74 -1.44 3.53
H 1.79 0.94 1.87
H 0.54 1.27 0.64
H 0.11 1.29 2.40
H -0.52 -1.99 3.68
*
```

Record 4
Density functional theory data (ωB97M-V with the def2-TZVPD basis set) for a 2-piece molecular cluster, CH6SSi overall at a distorted geometry.

Computed properties:
**Gap between HOMO and LUMO**: 9.15 eV
**E_HOMO**: -8.7 eV
**Energy above the lowest of the compared OMol25 structures with the same formula, charge and spin**: 307.0 kJ/mol
**DFT total energy**: -19844.16832 eV

ORCA input file:
```
! wB97M-V def2-TZVPD RIJCOSX def2/J DEFGRID3
* xyz 0 1
C 0.56 0.30 -0.87
Si 0.02 -0.10 0.89
S -0.57 0.97 -2.03
H 1.51 0.80 -0.99
H 1.16 -1.23 -1.45
H -1.37 -0.55 0.85
H 0.10 1.14 1.68
H 0.92 -1.11 1.43
H -1.69 0.53 -1.47
*
```

Record 5
Density functional theory data (ωB97M-V with the def2-TZVPD basis set) for a single CH6Si2 molecule at a distorted geometry.

Computed properties:
**Gap between HOMO and LUMO (spin up / spin down)**: 7.96 / 7.53 eV
**E_HOMO (spin up / spin down)**: -7.1 / -10.0 eV
**Energy above the lowest of the compared OMol25 structures with the same formula, charge and spin**: 101.3 kJ/mol
**DFT total energy**: -16884.52849 eV

ORCA input file:
```
! wB97M-V def2-TZVPD RIJCOSX def2/J DEFGRID3
* xyz 0 3
C 0.21 -0.81 -0.23
Si 1.80 0.29 -0.52
Si -0.90 0.67 0.03
H 0.04 -1.54 -1.04
H 0.28 -1.38 0.78
H 2.47 -0.26 0.82
H -0.36 1.31 1.18
H -1.13 1.17 -1.30
H -2.41 0.56 0.27
*
```

Record 6
Density functional theory data (ωB97M-V with the def2-TZVPD basis set) for a 2-piece molecular cluster, CH7BrOSi2 overall at a distorted geometry.

Computed properties:
**Gap between HOMO and LUMO (spin up / spin down)**: 7.69 / 8.26 eV
**E_HOMO (spin up / spin down)**: -9.1 / -8.4 eV
**Energy above the lowest of the compared OMol25 structures with the same formula, charge and spin**: 366.0 kJ/mol
**DFT total energy**: -88994.52788 eV

ORCA input file:
```
! wB97M-V def2-TZVPD RIJCOSX def2/J DEFGRID3
* xyz 0 1
C -1.50 0.72 -2.20
O 0.88 -0.16 1.28
Si 1.73 -0.90 0.12
Si -0.47 0.59 1.81
Br -1.67 -0.93 2.94
H -1.01 -0.24 -1.99
H -2.41 0.93 -1.58
H -1.09 1.72 -2.58
H 0.70 -0.69 -1.05
H 2.03 -2.32 0.48
H 2.94 -0.25 -0.15
H -0.14 1.52 2.91
*
```

Record 7
Density functional theory data (ωB97M-V with the def2-TZVPD basis set) for a 2-piece molecular cluster, CH7BrOSi2 overall at a distorted geometry.

Computed properties:
**Gap between HOMO and LUMO (spin up / spin down)**: 8.18 / 10.10 eV
**E_HOMO (spin up / spin down)**: -7.4 / -10.7 eV
**DFT total energy**: -88994.89006 eV

ORCA input file:
```
! wB97M-V def2-TZVPD RIJCOSX def2/J DEFGRID3
* xyz 0 3
C -0.36 2.16 -0.66
O 0.54 -0.51 0.03
Si 1.20 -2.00 -0.19
Si -0.61 0.56 0.33
Br -2.56 -0.39 -0.11
H 0.70 2.36 -0.79
H -0.81 2.05 -1.64
H -0.83 3.01 -0.17
H 0.24 -2.98 0.32
H 2.44 -1.93 0.56
H 1.38 -2.08 -1.64
H -1.31 -0.25 3.95
*
```

Record 8
Density functional theory data (ωB97M-V with the def2-TZVPD basis set) for a 2-piece molecular cluster, CH7N2O overall at a distorted geometry.

Computed properties:
**Gap between HOMO and LUMO**: 7.70 eV
**E_HOMO**: -2.9 eV
**Energy above the lowest of the compared OMol25 structures with the same formula, charge and spin**: 46.8 kJ/mol
**DFT total energy**: -6177.85208 eV

ORCA input file:
```
! wB97M-V def2-TZVPD RIJCOSX def2/J DEFGRID3
* xyz -1 1
O -1.30 1.20 -1.35
H -1.04 1.74 -2.09
N 0.74 0.64 1.01
C 0.81 -0.67 0.30
N -0.47 -1.28 -0.04
H -0.04 0.69 1.65
H 0.54 1.30 0.26
H 1.35 -1.48 0.79
H 1.41 -0.40 -0.56
H -0.86 -0.56 -0.67
H -1.15 -1.18 0.71
*
```